No. 1
Here is 6 unconnected molecules or ions with the total composition C31H47N5O8 at a distorted geometry from the OMol25 dataset. Energies are from ωB97M-V/def2-TZVPD.

Results
HOMO energy ... -8.77 eV
Kohn-Sham gap ... 6.909 eV
E_tot ... -56719.6538 eV
SMILES ... CCOc1cccc2c1C(=O)c1ccccc1C2=O.CN(C)C=O.CN(C)C=O.CN(C)C=O.CN(C)C=O.CN(C)C=O
LUMO level ... -1.86 eV

Atoms and positions in Å:
C: -1.036 2.619 1.969
C: -1.837 3.624 0.908
O: -3.255 3.576 1.297
C: -3.763 4.885 1.736
C: -3.007 5.951 2.725
C: -3.725 7.391 3.166
C: -5.240 7.825 2.657
C: -6.013 6.747 1.673
C: -5.292 5.311 1.210
C: -6.193 4.332 0.195
O: -5.657 3.717 -0.874
C: -7.812 4.237 0.604
C: -8.640 2.824 0.520
C: -10.231 2.859 1.005
C: -10.945 4.260 1.545
C: -10.104 5.693 1.576
C: -8.535 5.661 1.102
C: -7.566 7.024 1.115
O: -8.008 8.217 0.698
H: -1.342 2.942 3.069
H: -1.490 1.529 1.792
H: 0.130 2.629 1.805
H: -1.704 3.113 -0.160
H: -1.373 4.696 0.843
H: -1.946 5.717 3.165
H: -3.192 8.145 3.897
H: -5.790 8.822 2.941
H: -8.148 1.813 0.136
H: -10.880 1.859 0.969
H: -12.060 4.273 1.913
H: -10.573 6.718 1.958
C: -0.847 -1.628 3.314
O: -0.266 -0.554 3.399
N: -2.215 -1.799 3.313
C: -2.828 -3.107 3.209
C: -3.068 -0.634 3.418
H: -0.293 -2.577 3.230
H: -3.459 -3.132 2.316
H: -3.442 -3.282 4.097
H: -2.071 -3.893 3.136
H: -2.859 0.038 2.580
H: -2.843 -0.111 4.353
H: -4.122 -0.924 3.404
C: 3.170 -3.250 0.338
O: 4.127 -4.005 0.226
N: 3.039 -2.262 1.290
C: 1.873 -1.406 1.357
C: 4.102 -2.072 2.255
H: 2.307 -3.309 -0.346
H: 2.189 -0.367 1.234
H: 1.397 -1.532 2.334
H: 1.153 -1.658 0.573
H: 5.029 -1.840 1.723
H: 4.241 -3.000 2.818
H: 3.858 -1.258 2.943
C: 7.934 -5.500 -1.789
O: 8.965 -5.461 -2.449
N: 7.295 -6.649 -1.373
C: 6.076 -6.613 -0.592
C: 7.860 -7.934 -1.728
H: 7.422 -4.580 -1.465
H: 6.251 -7.122 0.360
H: 5.286 -7.129 -1.145
H: 5.763 -5.583 -0.397
H: 8.873 -8.003 -1.321
H: 7.913 -8.011 -2.819
H: 7.247 -8.748 -1.332
C: -6.707 4.025 -4.703
O: -7.339 3.719 -5.706
N: -6.295 5.299 -4.375
C: -5.548 5.580 -3.167
C: -6.621 6.393 -5.267
H: -6.407 3.269 -3.959
H: -6.116 6.288 -2.557
H: -4.585 6.022 -3.441
H: -5.373 4.668 -2.590
H: -7.708 6.457 -5.370
H: -6.185 6.192 -6.250
H: -6.231 7.337 -4.877
C: 14.453 -6.941 -2.946
O: 15.034 -5.867 -2.862
N: 13.085 -7.112 -2.948
C: 12.472 -8.420 -3.051
C: 12.232 -5.947 -2.842
H: 15.007 -7.891 -3.031
H: 11.841 -8.446 -3.945
H: 11.858 -8.595 -2.163
H: 13.229 -9.206 -3.124
H: 12.441 -5.276 -3.681
H: 12.457 -5.424 -1.908
H: 11.178 -6.237 -2.857

***

No. 2
Here is a molecular structure, C31H48AsBIrN2O5Si3 at a distorted geometry from the OMol25 dataset. Energies are from ωB97M-V/def2-TZVPD.

Results
HOMO energy (alpha / beta) ... -4.28 / -7.92 eV
Relative energy (zero: lowest compared OMol25 entry of this formula, charge and spin) ... 0.00 kcal per mole
Kohn-Sham gap (alpha / beta) ... 4.074 / 6.810 eV
2S+1 ... 6
E_tot ... -134130.2265 eV
LUMO level (alpha / beta) ... -0.20 / -1.11 eV

Atoms and positions in Å:
Ir: 0.261 0.788 0.953
C: 1.986 1.970 5.057
C: 1.011 1.514 5.934
C: -0.114 0.875 5.445
C: -0.247 0.704 4.070
N: 0.700 1.153 3.252
C: 1.789 1.768 3.707
C: -1.404 0.019 3.380
C: -2.441 -0.524 4.124
C: -3.491 -1.173 3.489
C: -3.479 -1.267 2.105
C: -2.441 -0.716 1.374
C: -1.368 -0.049 1.986
H: 2.875 2.474 5.410
H: 1.126 1.658 7.001
H: -0.877 0.519 6.121
H: 2.491 2.089 2.947
H: -2.451 -0.455 5.205
H: -4.301 -1.595 4.068
H: -4.290 -1.770 1.591
H: -2.462 -0.792 0.292
C: -1.443 -1.271 -5.299
Si: -2.034 -0.785 -3.585
C: -3.308 0.576 -3.750
C: -2.900 -2.304 -2.902
As: -0.445 -0.053 -1.990
Si: 1.120 -1.798 -1.887
C: 2.665 -1.178 -1.051
C: 0.206 -3.142 -0.938
C: 1.665 -2.532 -3.529
Si: 0.410 1.863 -3.082
C: 0.528 1.689 -4.949
C: -0.776 3.266 -2.715
C: 2.119 2.329 -2.501
H: -2.324 -1.589 -5.866
H: -0.750 -2.112 -5.267
H: -0.963 -0.465 -5.849
H: -4.127 0.232 -4.389
H: -2.894 1.478 -4.205
H: -3.722 0.850 -2.777
H: -3.718 -2.586 -3.573
H: -3.321 -2.122 -1.911
H: -2.229 -3.160 -2.831
H: 2.470 -0.906 -0.007
H: 3.072 -0.295 -1.545
H: 3.458 -1.935 -0.978
H: -0.130 -2.780 0.033
H: 0.854 -4.031 -0.841
H: -0.662 -3.459 -1.516
H: 2.109 -1.779 -4.184
H: 0.835 -2.999 -4.064
H: 2.418 -3.305 -3.347
H: -0.441 1.574 -5.435
H: 1.164 0.852 -5.246
H: 0.978 2.609 -5.335
H: -1.789 3.077 -3.072
H: -0.405 4.170 -3.207
H: -0.838 3.481 -1.649
H: 2.849 1.548 -2.727
H: 2.164 2.524 -1.431
H: 2.414 3.232 -3.044
O: 1.829 1.545 0.490
O: 3.571 -1.324 1.877
C: 2.414 -1.813 1.905
O: 1.393 -1.395 1.394
C: 2.281 -3.126 2.720
N: 3.692 -3.386 3.212
C: 4.212 -4.639 2.590
C: 3.329 -4.799 1.357
C: 1.953 -4.325 1.827
H: 1.615 -3.026 3.572
H: 3.777 -3.366 4.222
H: 4.127 -2.467 2.773
H: 4.091 -5.462 3.295
H: 5.268 -4.512 2.361
H: 3.328 -5.818 0.976
H: 3.702 -4.143 0.567
H: 1.438 -5.110 2.379
H: 1.351 -3.961 0.998
O: -2.194 2.587 0.585
B: -0.787 2.474 0.736
O: -0.223 3.766 0.765
C: -1.242 4.665 0.632
C: -1.200 6.000 0.594
C: -2.550 6.661 0.421
C: -3.778 5.885 0.308
C: -3.796 4.548 0.349
C: -2.459 3.906 0.519
H: -0.287 6.567 0.675
H: -2.604 7.738 0.379
H: -4.710 6.424 0.186
H: -4.694 3.956 0.267

***

No. 3
Here is a molecular structure, C31H48AuCl2N3O4Si at a distorted geometry from the OMol25 dataset. Energies are from ωB97M-V/def2-TZVPD.

Results
HOMO energy (alpha / beta) ... -8.16 / -8.09 eV
Relative energy (zero: lowest compared OMol25 entry of this formula, charge and spin) ... 0.00 kcal per mole
Kohn-Sham gap (alpha / beta) ... 8.043 / 4.515 eV
2S+1 ... 3
E_tot ... -82197.7681 eV
LUMO level (alpha / beta) ... -0.11 / -3.58 eV

Atoms and positions in Å:
C: 0.639 4.212 -0.730
C: 0.215 3.961 0.678
H: 0.374 5.221 -1.067
H: 0.186 3.473 -1.411
H: 1.733 4.116 -0.827
C: -0.316 4.860 1.520
C: -0.674 6.263 1.166
H: -0.456 4.590 2.569
H: -0.701 6.425 0.081
H: 0.033 6.974 1.613
H: -1.660 6.504 1.586
Au: 0.140 0.458 -1.920
Cl: -1.505 1.589 -2.994
C: -0.174 -1.241 2.722
O: -1.158 -1.741 2.178
N: 0.081 -1.291 4.059
C: -0.882 -1.889 4.966
C: 1.409 -1.052 4.593
H: 0.603 -0.693 2.149
H: -1.775 -2.172 4.406
H: -1.145 -1.172 5.755
H: -0.446 -2.771 5.455
H: 2.047 -0.603 3.822
H: 1.863 -1.996 4.941
H: 1.348 -0.360 5.443
H: -0.421 -6.095 -1.062
H: 1.218 -6.068 -2.797
C: -0.931 -5.237 -1.508
C: 0.812 -5.149 -3.232
N: 0.053 -4.444 -2.222
H: -1.396 -4.635 -0.723
C: -0.139 -3.097 -2.371
O: -1.114 -2.475 -1.961
H: 1.636 -4.519 -3.587
H: 0.717 -2.598 -2.874
H: -1.707 -5.621 -2.189
H: 0.175 -5.411 -4.095
H: -2.548 3.133 -0.864
H: -2.527 3.273 1.770
C: -3.415 2.461 -0.744
C: -3.444 2.662 1.675
N: -3.358 1.790 0.526
H: -3.412 1.725 -1.554
C: -2.874 0.504 0.625
O: -2.645 -0.246 -0.301
H: -3.601 2.065 2.583
H: -2.728 0.175 1.683
H: -4.318 3.088 -0.774
H: -4.291 3.348 1.532
O: -0.542 1.705 0.658
C: 0.393 2.490 1.145
C: -0.587 2.055 3.488
C: 0.516 2.327 2.685
H: -1.535 1.802 3.016
C: -0.449 2.073 4.880
H: 1.395 2.209 0.749
C: 1.774 2.496 3.249
H: -1.322 1.895 5.514
C: 0.803 2.321 5.457
C: 1.919 2.525 4.634
H: 2.629 2.610 2.584
H: 0.917 2.348 6.549
H: 2.906 2.694 5.069
Si: -0.487 0.573 -6.065
Cl: 0.080 2.519 -5.493
C: -2.277 0.113 -5.759
C: 0.800 -0.583 -5.363
C: -0.385 0.727 -7.933
H: -2.583 0.223 -4.709
H: -2.440 -0.927 -6.083
H: -2.904 0.763 -6.389
H: -1.231 1.330 -8.277
H: -0.418 -0.229 -8.465
H: 0.529 1.249 -8.230
H: 0.811 -0.647 -4.263
H: 1.790 -0.230 -5.694
H: 0.614 -1.586 -5.778
C: 1.386 -0.636 -0.948
C: 1.981 -1.495 -0.277
C: 2.601 -2.599 0.384
C: 4.006 -2.710 0.435
C: 4.611 -3.831 1.006
C: 3.815 -4.845 1.556
C: 2.418 -4.761 1.501
C: 1.816 -3.643 0.933
H: 4.608 -1.899 0.013
H: 5.705 -3.912 1.056
H: 4.282 -5.697 2.055
H: 1.802 -5.567 1.920
H: 0.731 -3.541 0.901